{
  "formula": "C4H9P",
  "method": "ωB97M-V/def2-TZVPD",
  "total_energy_ha": -498.97738,
  "molar_mass_g_mol": 88.090,
  "relative_energy_kj_mol": 153.39,
  "s2": 2.01,
  "multiplicity": 3,
  "elements": ["C", "C", "C", "C", "P", "H", "H", "H", "H", "H", "H", "H", "H", "H"],
  "xyz": [[0.673, -0.238, -0.064], [0.430, -1.614, -0.272], [-1.623, 0.715, 0.178], [-0.164, 0.984, -0.032], [2.773, -0.035, 0.249], [1.333, -2.121, -0.574], [-0.320, -1.871, -0.907], [0.149, -2.020, 0.827], [-1.719, -0.107, 0.826], [-2.044, 0.361, -0.808], [-2.196, 1.556, 0.547], [-0.108, 1.451, -0.936], [0.297, 1.538, 0.836], [2.518, 1.401, 0.129]]
}

=====

{
  "formula": "C4H9S",
  "method": "ωB97M-V/def2-TZVPD",
  "total_energy_ha": -555.93783,
  "molar_mass_g_mol": 89.183,
  "relative_energy_kj_mol": 174.71,
  "charge": -1,
  "elements": ["C", "S", "H", "H", "H", "C", "C", "C", "H", "H", "H", "H", "H", "H"],
  "xyz": [[1.857, -1.743, 1.714], [2.543, -1.348, 0.033], [2.564, -1.547, 2.515], [1.544, -2.777, 1.705], [0.978, -1.148, 2.007], [-0.152, 0.727, -0.260], [-1.325, 1.398, -0.969], [-2.161, 0.882, -1.898], [-0.432, 0.155, 0.635], [0.464, 1.566, 0.069], [0.608, 0.100, -0.769], [-1.526, 2.339, -0.437], [-2.612, 1.578, -2.575], [-2.348, -0.183, -1.770]]
}

=====

{
  "formula": "C4H9S",
  "method": "ωB97M-V/def2-TZVPD",
  "total_energy_ha": -555.97750,
  "molar_mass_g_mol": 89.183,
  "relative_energy_kj_mol": 70.55,
  "charge": -1,
  "elements": ["C", "S", "H", "H", "H", "C", "C", "C", "H", "H", "H", "H", "H", "H"],
  "xyz": [[2.031, -1.195, -0.288], [2.412, 0.550, 0.206], [1.750, -1.767, 0.599], [2.935, -1.609, -0.745], [1.274, -1.259, -1.070], [-1.159, 1.207, -0.803], [-1.611, 0.334, 0.293], [-0.799, -0.135, 1.248], [-1.317, 0.722, -1.787], [-0.083, 1.379, -0.687], [-1.742, 2.131, -0.877], [-2.673, 0.117, 0.415], [-1.280, -0.590, 2.112], [0.260, 0.116, 1.385]]
}

=====

{
  "formula": "C4HF",
  "method": "ωB97M-V/def2-TZVPD",
  "total_energy_ha": -252.58104,
  "molar_mass_g_mol": 68.050,
  "relative_energy_kj_mol": 297.68,
  "elements": ["C", "C", "C", "C", "F", "H"],
  "xyz": [[0.541, -0.450, -0.030], [-0.560, 0.189, -0.779], [-1.197, 0.399, -1.815], [0.142, 0.168, 1.000], [-0.168, 0.855, 2.032], [1.242, -1.161, -0.408]]
}

=====

Repeat the first record exactly.
{
  "formula": "C4H9P",
  "method": "ωB97M-V/def2-TZVPD",
  "total_energy_ha": -498.97738,
  "molar_mass_g_mol": 88.090,
  "relative_energy_kj_mol": 153.39,
  "s2": 2.01,
  "multiplicity": 3,
  "elements": ["C", "C", "C", "C", "P", "H", "H", "H", "H", "H", "H", "H", "H", "H"],
  "xyz": [[0.673, -0.238, -0.064], [0.430, -1.614, -0.272], [-1.623, 0.715, 0.178], [-0.164, 0.984, -0.032], [2.773, -0.035, 0.249], [1.333, -2.121, -0.574], [-0.320, -1.871, -0.907], [0.149, -2.020, 0.827], [-1.719, -0.107, 0.826], [-2.044, 0.361, -0.808], [-2.196, 1.556, 0.547], [-0.108, 1.451, -0.936], [0.297, 1.538, 0.836], [2.518, 1.401, 0.129]]
}